Record 1
DFT (ωB97M-V/def2-TZVPD) results for a structure of composition C64H49CrOP3SSi.

As for the net charge: +1. Its frontier orbital gap (spin up / spin down) is 6.78 / 7.12 eV. Its spin multiplicity is 2. Its expectation value of S² is 0.795. The value obtained for the HOMO energy (spin up / spin down) is -9.81 / -9.76 eV.

XYZ file:
```
120
Properties=species:S:1:pos:R:3:lowdin_charge:R:1
Cr 0.3940 -0.1368 -1.2490 0.201
C 2.5258 5.7618 -1.5978 -0.069
C 2.3826 5.0469 -2.7774 -0.077
C 1.5377 3.9470 -2.8251 -0.080
C 0.8253 3.5666 -1.6916 -0.349
C 0.9758 4.2843 -0.5047 -0.123
C 1.8233 5.3793 -0.4617 -0.068
P -0.2610 2.1232 -1.7209 1.059
C -0.5948 1.8025 -3.4766 -0.347
C -1.4235 2.5946 -4.2673 -0.053
C -1.6772 2.2358 -5.5804 -0.053
C -1.1121 1.0830 -6.1145 -0.058
C -0.2774 0.2910 -5.3423 -0.056
C -0.0208 0.6630 -4.0299 -0.115
C -1.8514 2.6758 -1.0453 -0.343
C -2.2791 3.9996 -1.0076 -0.075
C -3.5623 4.2835 -0.5686 -0.060
C -4.4106 3.2524 -0.1783 -0.060
C -3.9778 1.9354 -0.2228 -0.080
C -2.6876 1.6283 -0.6529 -0.263
Si -1.9327 -0.0886 -0.7342 0.681
C -2.7770 -0.9799 -2.1643 -0.289
C -3.9545 -0.5501 -2.7739 -0.065
C -4.3466 -1.0620 -4.0049 -0.058
C -3.5602 -2.0043 -4.6498 -0.060
C -2.3836 -2.4497 -4.0611 -0.065
C -2.0021 -1.9418 -2.8282 -0.370
P -0.4791 -2.3830 -1.9302 1.084
C -1.0728 -3.6538 -0.7575 -0.329
C -2.3759 -3.6599 -0.2717 -0.075
C -2.7881 -4.6437 0.6175 -0.061
C -1.9087 -5.6365 1.0165 -0.065
C -0.6119 -5.6505 0.5183 -0.069
C -0.1978 -4.6645 -0.3600 -0.116
C 0.5364 -3.3629 -3.0674 -0.355
C 1.7864 -2.8936 -3.4492 -0.091
C 2.5873 -3.6249 -4.3174 -0.063
C 2.1359 -4.8401 -4.8043 -0.063
C 0.8910 -5.3263 -4.4196 -0.056
C 0.0972 -4.5984 -3.5510 -0.096
C -1.6686 -0.6438 1.0092 -0.140
C -1.9000 -1.4726 2.2462 -0.059
C -0.5387 -2.1875 2.5886 -0.098
C 0.6012 -2.4549 1.6605 -0.015
C 1.2444 -1.5290 0.9224 -0.126
C 0.7566 -0.1191 0.7698 -0.535
P 1.9385 1.2458 1.0809 1.112
C 2.9373 1.2062 -0.4619 -0.384
C 2.8857 0.2117 -1.4462 -0.162
C 3.5515 0.3567 -2.6661 -0.067
C 4.3199 1.4812 -2.8988 -0.056
C 4.4274 2.4531 -1.9088 -0.057
C 3.7295 2.3275 -0.7226 -0.093
C 3.1194 0.5713 2.3018 -0.364
C 4.3261 -0.0467 1.9858 -0.088
C 5.1468 -0.5413 2.9889 -0.077
C 4.7654 -0.4314 4.3187 -0.078
C 3.5641 0.1832 4.6433 -0.076
C 2.7533 0.6924 3.6407 -0.102
H 3.1813 6.6221 -1.5630 0.110
H 2.9253 5.3444 -3.6651 0.111
H 1.4337 3.3929 -3.7499 0.109
H 0.4358 3.9885 0.3858 0.101
H 1.9325 5.9355 0.4599 0.113
H -1.8820 3.4826 -3.8490 0.115
H -2.3221 2.8529 -6.1913 0.112
H -1.3211 0.8061 -7.1392 0.112
H 0.1744 -0.6023 -5.7526 0.114
H 0.7020 0.0435 -3.4825 0.067
H -1.6208 4.8050 -1.3110 0.110
H -3.9003 5.3103 -0.5288 0.110
H -5.4096 3.4806 0.1693 0.110
H -4.6476 1.1472 0.1019 0.112
H -4.5614 0.2131 -2.3033 0.098
H -5.2587 -0.7113 -4.4699 0.110
H -3.8550 -2.3880 -5.6177 0.110
H -1.7661 -3.1736 -4.5765 0.098
H -3.0871 -2.9089 -0.5853 0.098
H -3.8044 -4.6341 0.9879 0.112
H -2.2334 -6.4062 1.7040 0.109
H 0.0774 -6.4305 0.8134 0.111
H 0.8161 -4.6883 -0.7423 0.116
H 2.1435 -1.9507 -3.0593 0.053
H 3.5618 -3.2507 -4.6017 0.109
H 2.7558 -5.4182 -5.4764 0.111
H 0.5442 -6.2806 -4.7926 0.113
H -0.8600 -4.9953 -3.2354 0.120
H -2.8132 -1.8048 2.7196 0.139
H -0.6253 -2.8921 3.4108 0.145
H 1.0326 -3.4456 1.7161 0.108
H 2.1886 -1.8254 0.4699 0.106
H 2.4608 -0.7722 -1.2219 0.067
H 3.4972 -0.4217 -3.4165 0.099
H 4.8475 1.5949 -3.8362 0.113
H 5.0416 3.3280 -2.0761 0.116
H 3.7839 3.1196 0.0148 0.113
H 4.6347 -0.1454 0.9515 0.100
H 6.0853 -1.0146 2.7315 0.105
H 5.4063 -0.8165 5.1007 0.106
H 3.2613 0.2819 5.6777 0.104
H 1.8298 1.1934 3.9089 0.097
C -2.5431 1.8925 10.3313 -0.073
C -2.3035 1.4539 8.9094 -0.740
O -3.0976 0.8526 8.2452 0.044
S -0.6672 1.9103 8.3212 1.010
C -0.6885 1.1319 6.7348 -0.544
C 0.0171 -0.0456 6.5329 -0.086
C 0.0083 -0.6579 5.2875 -0.028
C -0.7204 -0.1114 4.2397 -0.152
C -1.4323 1.0694 4.4501 -0.003
C -1.4110 1.6913 5.6840 -0.078
C -0.7446 -0.7488 2.9049 -0.247
C -0.5278 -0.1163 1.5264 -0.197
H -2.1614 1.1174 10.9975 0.091
H -3.6128 2.0030 10.4899 0.088
H -2.0243 2.8218 10.5609 0.070
H 0.5737 -0.4817 7.3522 0.109
H 0.5788 -1.5643 5.1288 0.120
H -1.9983 1.5022 3.6337 0.123
H -1.9623 2.6083 5.8439 0.114
```

Record 2
DFT (ωB97M-V/def2-TZVPD) results for a structure of composition C64H56AsKN3O5S3Si.

As for the net charge: -1. For the energy above the lowest of the compared OMol25 structures with the same formula, charge and spin, the calculation gives 3.6 kcal per mole. Its frontier orbital gap is 4.60 eV. Its spin multiplicity is 1. The value obtained for the HOMO energy is -3.43 eV.

XYZ file:
```
134
Properties=species:S:1:pos:R:3:lowdin_charge:R:1
K 0.4682 1.8358 0.9500 0.466
C 2.0878 -6.2607 2.7481 -0.039
C 1.3240 -4.9814 2.6595 -0.240
C 0.3674 -4.6378 3.6191 -0.014
C -0.3701 -3.4700 3.5177 -0.049
C -0.1477 -2.6273 2.4386 -0.377
C 0.8519 -2.8995 1.5168 -0.105
C 1.5656 -4.0790 1.6216 -0.028
S -1.0884 -1.1381 2.2287 0.962
O -1.4902 -0.6219 3.5639 -0.491
C -2.6194 -1.8450 1.5504 -0.275
C -3.7136 -1.9341 2.4327 -0.043
C -4.9257 -2.3532 1.9709 -0.011
C -5.1104 -2.6855 0.6071 -0.163
C -6.3752 -3.0740 0.1012 -0.034
C -6.5391 -3.3583 -1.2240 -0.081
C -5.4431 -3.2693 -2.1078 -0.071
C -4.2107 -2.9030 -1.6493 -0.012
C -4.0113 -2.6011 -0.2790 -0.121
C -2.7474 -2.1672 0.2212 -0.164
C -1.6044 -2.0322 -0.7228 -0.162
C -0.8858 -3.1788 -1.1655 -0.123
C -1.2063 -4.4830 -0.7150 -0.007
C -0.4550 -5.5525 -1.1056 -0.060
C 0.6480 -5.3763 -1.9670 -0.069
C 0.9771 -4.1322 -2.4196 -0.026
C 0.2224 -2.9994 -2.0282 -0.153
C 0.5846 -1.6937 -2.4400 0.006
C -0.1124 -0.6001 -2.0152 -0.036
C -1.2153 -0.7927 -1.1616 -0.296
S -2.0675 0.6565 -0.5417 1.003
O -1.1843 1.8063 -0.9287 -0.661
C -3.4625 0.6321 -1.6458 -0.357
C -4.7213 0.4866 -1.0983 -0.070
C -5.8250 0.4514 -1.9407 -0.033
C -5.6746 0.5778 -3.3133 -0.267
C -6.8626 0.5242 -4.2302 -0.048
C -4.3904 0.7511 -3.8409 -0.023
C -3.2832 0.7761 -3.0177 -0.039
H 1.7279 -6.9085 3.5456 0.074
H 3.1383 -6.0769 2.9938 0.060
H 2.0488 -6.7970 1.7957 0.082
H 0.2066 -5.3114 4.4513 0.119
H -1.1147 -3.2078 4.2588 0.114
H 1.0745 -2.1869 0.7305 0.109
H 2.3335 -4.3093 0.8932 0.125
H -3.5576 -1.6459 3.4631 0.108
H -5.7731 -2.4235 2.6422 0.116
H -7.2092 -3.1387 0.7897 0.112
H -7.5087 -3.6552 -1.6028 0.101
H -5.5847 -3.4931 -3.1573 0.105
H -3.3746 -2.8282 -2.3331 0.123
H -2.0389 -4.6148 -0.0365 0.125
H -0.6907 -6.5424 -0.7398 0.109
H 1.2404 -6.2350 -2.2535 0.106
H 1.8288 -3.9847 -3.0716 0.114
H 1.4451 -1.5660 -3.0857 0.112
H 0.1726 0.4047 -2.3064 0.088
H -4.8419 0.3817 -0.0266 0.118
H -6.8138 0.3196 -1.5197 0.115
H -7.7904 0.4123 -3.6712 0.074
H -6.7795 -0.3178 -4.9193 0.082
H -6.9351 1.4314 -4.8321 0.083
H -4.2647 0.8656 -4.9109 0.118
H -2.2861 0.9180 -3.4186 0.110
O 5.2283 -6.0525 3.9846 -0.376
S 4.8088 -6.3389 5.3494 0.399
O 5.8660 -6.8072 6.2150 -0.355
O 3.5476 -7.0658 5.4448 -0.366
C 4.3401 -4.7137 6.0267 -0.346
N 4.4177 -4.5849 7.3494 0.118
C 4.0682 -3.4106 7.8483 -0.123
C 3.6063 -2.3696 7.0605 -0.006
C 3.4996 -2.6313 5.7018 -0.225
N 3.8797 -3.7992 5.1825 0.179
C 2.9390 -1.6395 4.7585 -0.144
C 3.3286 -1.6258 3.4260 0.008
C 2.7343 -0.7143 2.5700 -0.152
N 1.7837 0.1450 2.9441 0.015
C 1.4492 0.1516 4.2328 -0.148
C 1.9896 -0.7135 5.1674 -0.002
H 4.1601 -3.2931 8.9238 0.106
H 3.3359 -1.4151 7.4884 0.102
H 4.0577 -2.3364 3.0629 0.123
H 3.0295 -0.6767 1.5262 0.111
H 0.6701 0.8429 4.5266 0.106
H 1.6407 -0.6748 6.1902 0.110
C 2.9340 8.1330 -3.0210 -0.096
C 2.1946 8.1480 -1.8463 -0.087
C 1.4951 7.0188 -1.4521 -0.128
C 1.5106 5.8676 -2.2337 -0.405
C 2.2584 5.8561 -3.4052 -0.108
C 2.9688 6.9845 -3.7962 -0.088
As 0.4674 4.3459 -1.5851 1.348
C 0.9963 3.0312 -2.9258 -0.407
C 0.2007 2.6318 -3.9937 -0.113
C 0.6349 1.6323 -4.8554 -0.095
C 1.8658 1.0211 -4.6556 -0.108
C 2.6595 1.4067 -3.5839 -0.079
C 2.2222 2.4012 -2.7183 -0.114
C -1.2645 4.9042 -2.3339 -0.384
C -2.4267 4.6303 -1.6242 -0.123
C -3.6660 5.0279 -2.1116 -0.090
C -3.7523 5.7093 -3.3151 -0.100
C -2.5960 5.9929 -4.0309 -0.090
C -1.3613 5.5955 -3.5404 -0.114
H 3.4917 9.0101 -3.3227 0.097
H 2.1784 9.0344 -1.2253 0.100
H 0.9477 7.0319 -0.5158 0.101
H 2.2977 4.9631 -4.0178 0.096
H 3.5537 6.9599 -4.7070 0.099
H -0.7604 3.1067 -4.1579 0.094
H 0.0102 1.3330 -5.6886 0.100
H 2.2013 0.2443 -5.3315 0.100
H 3.6178 0.9331 -3.4107 0.108
H 2.8425 2.6808 -1.8723 0.069
H -2.3687 4.0843 -0.6912 0.085
H -4.5628 4.8064 -1.5460 0.099
H -4.7164 6.0256 -3.6934 0.096
H -2.6551 6.5276 -4.9709 0.099
H -0.4615 5.8253 -4.1007 0.100
C 4.2625 3.2038 3.0049 -0.311
Si 3.4224 3.2361 1.2645 0.393
C 4.8595 2.4089 0.2469 -0.309
C 3.7778 5.0757 0.7653 -0.315
H 5.2543 3.6668 2.9732 0.004
H 4.3815 2.1783 3.3680 -0.009
H 3.6665 3.7345 3.7530 -0.005
H 5.8234 2.8960 0.4309 0.009
H 4.6767 2.4572 -0.8316 -0.025
H 4.9723 1.3495 0.4981 -0.008
H 4.7991 5.3703 1.0308 0.006
H 3.0912 5.7820 1.2433 -0.005
H 3.6673 5.2185 -0.3153 -0.015
```

Record 3
DFT (ωB97M-V/def2-TZVPD) results for a structure of composition C64H61BaN5P3 at a distorted geometry.

As for the net charge: +1. For the energy above the lowest of the compared OMol25 structures with the same formula, charge and spin, the calculation gives 16.4 kcal per mole. Its frontier orbital gap is 6.03 eV. Its spin multiplicity is 1. The value obtained for the HOMO energy is -8.00 eV.

XYZ file:
```
134
Properties=species:S:1:pos:R:3:lowdin_charge:R:1
Ba -0.1355 -0.5415 1.0292 1.610
C 2.6251 -2.8929 0.8051 -0.155
C 1.3688 -3.5005 0.1403 -0.148
C 0.3628 -3.9823 1.1628 -0.297
C 0.4780 -5.2540 1.7148 -0.006
C -0.4160 -5.6514 2.6921 -0.038
C -1.4123 -4.7733 3.0935 -0.045
C -1.4627 -3.5298 2.4960 -0.144
N -0.5952 -3.1342 1.5573 -0.071
N 2.5999 -1.4198 0.7440 -0.253
C 3.1660 -0.9756 -0.5330 -0.132
C 2.8671 0.4636 -0.8731 -0.284
C 3.8769 1.3072 -1.3146 -0.013
C 3.5588 2.6038 -1.6848 -0.041
C 2.2401 3.0192 -1.6003 -0.039
C 1.2990 2.1147 -1.1414 -0.175
N 1.5931 0.8620 -0.7813 0.008
C 3.3157 -0.8152 1.8731 -0.123
C 2.6908 -1.2042 3.1920 -0.285
C 3.4710 -1.5893 4.2717 -0.010
C 2.8504 -1.9805 5.4455 -0.035
C 1.4662 -1.9766 5.5097 -0.042
C 0.7643 -1.5586 4.3948 -0.142
N 1.3542 -1.1844 3.2566 -0.014
H 3.5381 -3.2814 0.3369 0.132
H 2.6554 -3.1997 1.8506 0.121
H 1.6423 -4.3348 -0.5048 0.118
H 0.9078 -2.7496 -0.5043 0.006
H 1.2588 -5.9197 1.3724 0.123
H -0.3431 -6.6368 3.1319 0.116
H -2.1359 -5.0466 3.8473 0.112
H -2.2291 -2.8124 2.7703 0.117
H 2.7467 -1.5982 -1.3282 0.114
H 4.2536 -1.1356 -0.5456 0.135
H 4.8948 0.9461 -1.3685 0.119
H 4.3297 3.2817 -2.0265 0.117
H 1.9417 4.0267 -1.8539 0.117
H 0.2608 2.4086 -1.0558 0.077
H 3.2691 0.2709 1.7695 0.104
H 4.3795 -1.0945 1.8756 0.140
H 4.5489 -1.5860 4.1852 0.123
H 3.4391 -2.2931 6.2977 0.117
H 0.9404 -2.2793 6.4034 0.114
H -0.3194 -1.5217 4.4078 0.113
C -1.6421 4.1167 0.1054 -0.053
C -0.4387 4.9324 0.4847 -0.271
C -0.3311 6.2285 -0.0120 -0.047
C 0.7016 7.0689 0.3693 -0.079
C 1.6433 6.6164 1.2796 -0.079
C 1.5568 5.3246 1.7754 -0.092
C 0.5371 4.4609 1.3793 -0.308
P 0.3585 2.7280 1.9932 1.064
C 1.9029 2.5027 2.9811 -0.310
C 3.0500 2.6982 2.1965 -0.163
C 4.3296 2.5415 2.6946 -0.088
C 4.4905 2.1424 4.0143 -0.077
C 3.3696 1.9020 4.7878 -0.056
C 2.0671 2.0645 4.3050 -0.242
C 0.9458 1.7384 5.2592 -0.037
C -1.0476 2.9131 3.1272 -0.373
C -1.0332 3.9400 4.0765 -0.120
C -1.9841 4.0131 5.0711 -0.104
C -2.9718 3.0257 5.1128 -0.087
C -3.0390 2.0553 4.1379 -0.064
C -2.1185 1.9862 3.0661 -0.375
C -2.3002 1.0157 1.9811 -0.346
H -2.4382 4.2540 0.8410 0.105
H -1.4338 3.0475 0.0793 0.023
H -2.0230 4.4116 -0.8709 0.063
H -1.0849 6.5823 -0.7051 0.112
H 0.7630 8.0722 -0.0303 0.104
H 2.4409 7.2666 1.6131 0.104
H 2.2959 4.9974 2.4952 0.099
H 2.9260 2.9980 1.1598 0.089
H 5.1883 2.7233 2.0612 0.107
H 5.4793 2.0171 4.4358 0.106
H 3.4958 1.5696 5.8115 0.114
H 1.3189 1.0765 6.0411 0.075
H 0.0974 1.2619 4.7700 0.068
H 0.5583 2.6361 5.7386 0.085
H -0.2320 4.6722 4.0508 0.110
H -1.9574 4.8052 5.8064 0.098
H -3.7206 3.0471 5.8949 0.101
H -3.8551 1.3418 4.1554 0.102
H -2.3897 1.5378 1.0220 -0.020
H -3.2394 0.4742 2.1350 0.004
N -1.4620 -1.1855 -3.2298 -0.427
P -0.5304 -2.5216 -2.7398 0.959
C -1.1259 -3.8993 -3.7755 -0.380
C -1.1785 -3.8107 -5.1673 -0.091
C -1.6439 -4.8751 -5.9189 -0.071
C -2.0486 -6.0469 -5.2875 -0.075
C -1.9933 -6.1471 -3.9074 -0.078
C -1.5368 -5.0722 -3.1533 -0.107
C 1.0848 -2.2055 -3.5400 -0.381
C 1.9987 -3.2600 -3.6122 -0.113
C 3.2724 -3.0578 -4.1162 -0.078
C 3.6545 -1.7937 -4.5544 -0.082
C 2.7517 -0.7440 -4.4943 -0.080
C 1.4726 -0.9483 -3.9887 -0.099
P -2.6572 -0.6211 -2.1241 0.954
C -4.1957 -1.2547 -2.8734 -0.392
C -5.0108 -2.0910 -2.1191 -0.105
C -6.1666 -2.6328 -2.6690 -0.078
C -6.5080 -2.3419 -3.9792 -0.075
C -5.6987 -1.5066 -4.7423 -0.072
C -4.5536 -0.9607 -4.1900 -0.098
C -2.7398 1.1432 -2.6213 -0.376
C -3.9234 1.8661 -2.4815 -0.090
C -3.9777 3.2034 -2.8430 -0.073
C -2.8517 3.8371 -3.3517 -0.097
C -1.6620 3.1341 -3.4701 -0.087
C -1.6063 1.7975 -3.0992 -0.118
H -1.7366 -1.1612 -4.2110 0.064
H -0.8369 -2.9128 -5.6713 0.108
H -1.6850 -4.7985 -6.9971 0.108
H -2.4058 -6.8809 -5.8765 0.107
H -2.3131 -7.0564 -3.4159 0.105
H -1.5142 -5.1404 -2.0716 0.092
H 1.7011 -4.2528 -3.2923 0.105
H 3.9664 -3.8856 -4.1783 0.106
H 4.6468 -1.6353 -4.9541 0.105
H 3.0384 0.2385 -4.8455 0.107
H 0.7718 -0.1249 -3.9433 0.076
H -4.7375 -2.3213 -1.0961 0.094
H -6.7966 -3.2800 -2.0745 0.105
H -7.4073 -2.7608 -4.4096 0.107
H -5.9695 -1.2750 -5.7637 0.107
H -3.9435 -0.2879 -4.7837 0.109
H -4.8161 1.3776 -2.1092 0.111
H -4.9054 3.7497 -2.7397 0.110
H -2.9017 4.8758 -3.6500 0.108
H -0.7790 3.6234 -3.8609 0.107
H -0.6817 1.2452 -3.2089 0.065
```

> Look up the net charge of the first one.

+1